Molecular formula: C10H16O
Method: DFT, wB97M-V/def2-TZVPD

```
27
Properties=species:S:1:pos:R:3
C -2.139 -0.675 -1.941
C -2.727 -1.007 -0.593
C -2.633 0.674 -2.478
H -1.052 -0.701 -1.850
H -2.332 -1.385 -2.749
H -3.083 -0.088 -0.096
H -2.061 -1.427 0.161
H -2.787 0.732 -3.553
H -3.635 0.886 -2.081
H -3.676 -1.552 -0.612
H -2.025 1.489 -2.073
C 3.650 0.142 -0.494
C 1.540 -0.563 2.565
C 2.516 -0.644 1.593
C 0.425 0.224 2.314
C 2.448 0.090 0.414
C 0.382 1.050 1.217
C 1.361 0.923 0.232
O -0.563 0.291 3.294
H 1.590 -1.014 3.543
H 3.347 -1.290 1.853
H -1.404 0.188 2.822
H -0.402 1.795 1.210
H 4.521 0.454 0.097
H 3.460 0.874 -1.282
H 1.236 1.378 -0.740
H 4.043 -0.842 -0.772
```

Properties
E_LUMO: 0.031 hartree
Multiplicity: 1
E_tot: -12676.287 eV
ΔE to the lowest compared entry with this formula, charge and spin: 33.2 kcal/mol
Max |F|: 0.035 Eh/bohr
HOMO: -8.6 eV
SMILES: Cc1ccc(O)cc1.CCC

Partial atomic charges computed with the Löwdin method, in multiples of e: C -0.318; C -0.135; C -0.125; H 0.090; H 0.096; H 0.064; H 0.061; H 0.063; H 0.066; H 0.072; H 0.067; C -0.055; C -0.012; C -0.050; C -0.332; C -0.291; C -0.026; C -0.049; O 0.019; H 0.118; H 0.115; H 0.101; H 0.118; H 0.081; H 0.076; H 0.108; H 0.079

=====

Molecular formula: C10H16O
Method: DFT, wB97M-V/def2-TZVPD

```
27
Properties=species:S:1:pos:R:3
C -0.582 -1.888 2.157
C 0.516 -0.874 2.433
C -0.394 -2.748 0.918
H -0.843 -2.448 3.058
H -1.522 -1.345 2.032
H 1.467 -1.298 2.736
H -0.111 -2.110 0.077
H 0.481 -3.388 1.045
H 0.137 -0.185 3.197
H 0.662 -0.235 1.566
H -1.269 -3.342 0.654
C -0.644 -0.193 -3.131
C -1.075 0.866 -0.864
C -0.225 0.632 -1.946
C -0.694 1.719 0.148
C 1.034 1.197 -1.870
C 0.586 2.262 0.205
C 1.447 2.041 -0.856
O 0.855 3.191 1.177
H -2.064 0.440 -0.815
H -1.320 1.771 1.032
H -0.476 0.407 -4.022
H -1.671 -0.538 -3.074
H 1.814 0.830 -2.536
H 2.445 2.457 -0.928
H 1.469 3.860 0.871
H -0.023 -1.081 -3.264
```

Properties
E_LUMO: 0.032 hartree
Multiplicity: 1
E_tot: -12676.705 eV
ΔE to the lowest compared entry with this formula, charge and spin: 23.5 kcal/mol
Max |F|: 0.036 Eh/bohr
HOMO: -8.5 eV
SMILES: Cc1ccc(O)cc1.CCC

Partial atomic charges computed with the Löwdin method, in multiples of e: C -0.332; C -0.114; C -0.118; H 0.096; H 0.090; H 0.070; H 0.058; H 0.068; H 0.076; H 0.047; H 0.068; C -0.053; C -0.050; C -0.289; C -0.036; C -0.061; C -0.333; C -0.025; O 0.040; H 0.112; H 0.121; H 0.078; H 0.073; H 0.118; H 0.115; H 0.101; H 0.078

=====

Molecular formula: C10H16O
Method: DFT, wB97M-V/def2-TZVPD

```
27
Properties=species:S:1:pos:R:3
C -2.110 -1.151 0.746
C -3.535 -1.129 0.086
C -1.306 -0.412 -0.403
C -0.940 0.966 -0.290
C -0.824 -1.180 -1.441
C -0.275 1.603 -1.361
C 0.021 -0.584 -2.385
C 0.139 0.788 -2.525
O 0.887 1.431 -3.559
H -2.103 -0.394 1.756
H -1.661 -2.186 0.886
H -3.581 -2.015 -0.469
H -1.257 1.729 0.529
H -1.099 -2.271 -1.379
H -0.198 2.675 -1.384
H 0.241 -1.044 -3.295
H 1.178 2.402 -3.084
H -3.922 -0.101 -0.478
H -4.265 -1.091 0.809
C 3.158 0.303 2.912
C 3.023 0.204 1.244
H 3.719 1.190 3.132
H 2.082 0.297 3.302
H 3.505 -0.477 3.555
H 2.177 0.748 1.025
H 2.881 -0.870 1.024
H 4.065 0.569 1.047
```

Properties
E_LUMO (spin up / spin down): -0.147 / -0.288 hartree
Multiplicity: 2
E_tot: -12665.142 eV
ΔE to the lowest compared entry with this formula, charge and spin: 93.1 kcal/mol
Max |F|: 0.121 Eh/bohr
HOMO (spin up / spin down): -13.5 / -13.5 eV
Total charge: +1

Partial atomic charges computed with the Löwdin method, in multiples of e: C -0.139; C -0.082; C -0.200; C 0.014; C 0.027; C 0.046; C 0.049; C -0.172; O 0.073; H 0.182; H 0.133; H 0.056; H 0.167; H 0.162; H 0.118; H 0.122; H 0.239; H 0.164; H 0.037; C -0.136; C -0.115; H 0.039; H 0.066; H 0.035; H -0.011; H 0.054; H 0.072

=====

Molecular formula: C10H16S
Method: DFT, wB97M-V/def2-TZVPD

```
27
Properties=species:S:1:pos:R:3
C -2.137 -2.232 0.965
C -0.249 -0.605 1.403
C -1.601 -0.843 1.236
C 0.229 0.665 1.699
C -0.663 1.719 1.824
C -2.512 0.219 1.361
C -2.023 1.480 1.640
H 0.453 -1.431 1.336
H 1.287 0.887 1.766
H -2.512 -2.317 -0.053
H -2.978 -2.418 1.630
H -0.335 2.701 2.130
H -3.550 0.043 1.151
H -2.705 2.322 1.689
H -1.372 -2.997 1.110
C 1.815 1.016 -2.265
C 0.284 1.097 -2.221
C 2.953 -1.140 -0.921
S 2.546 -0.597 -2.613
H 2.162 1.629 -3.097
H 2.225 1.425 -1.348
H -0.139 1.271 -1.238
H -0.144 0.121 -2.449
H 2.328 -0.537 -0.290
H 2.753 -2.199 -0.725
H 4.017 -1.061 -0.772
H -0.132 1.784 -2.948
```

Properties
E_LUMO: 0.034 hartree
Multiplicity: 1
E_tot: -21464.432 eV
ΔE to the lowest compared entry with this formula, charge and spin: 9.6 kcal/mol
Max |F|: 0.025 Eh/bohr
HOMO: -8.4 eV
SMILES: Cc1ccccc1.CCSC

Partial atomic charges computed with the Löwdin method, in multiples of e: C -0.050; C -0.068; C -0.277; C -0.102; C -0.101; C -0.049; C -0.094; H 0.106; H 0.100; H 0.079; H 0.076; H 0.098; H 0.108; H 0.101; H 0.075; C -0.566; C -0.152; C -0.400; S 0.781; H 0.054; H 0.064; H 0.046; H 0.056; H -0.004; H 0.034; H 0.020; H 0.063

=====

Molecular formula: C10H16Si
Method: DFT, wB97M-V/def2-TZVPD

```
27
Properties=species:S:1:pos:R:3
C -2.366 1.455 0.547
C -2.571 0.117 0.216
C -1.385 -0.616 -0.073
C -0.193 0.183 -0.065
C -0.004 1.436 0.264
C -4.094 -0.285 0.117
C -1.328 -2.048 -0.512
C 0.985 2.542 0.328
C 2.714 -0.254 -1.735
C 2.647 -0.628 1.345
Si 1.590 -0.719 -0.240
H -2.993 2.315 0.366
H -4.220 -1.115 -0.561
H -4.527 0.677 -0.035
H -4.285 -0.631 1.199
H -0.452 -2.551 -0.911
H -2.178 -2.103 -1.212
H -1.666 -2.808 0.157
H 0.488 3.268 0.974
H 1.253 2.954 -0.626
H 1.886 2.043 0.804
H 2.231 0.517 -2.440
H 3.647 0.133 -1.333
H 2.806 -1.173 -2.271
H 3.685 -0.935 1.093
H 2.800 0.519 1.565
H 2.191 -1.316 2.161
```

Properties
E_LUMO (spin up / spin down): -0.012 / -0.011 hartree
Multiplicity: 1
E_tot: -18499.489 eV
ΔE to the lowest compared entry with this formula, charge and spin: 195.2 kcal/mol
Max |F|: 0.085 Eh/bohr
HOMO (spin up / spin down): -7.0 / -6.5 eV

Partial atomic charges computed with the Löwdin method, in multiples of e: C 0.135; C -0.325; C -0.259; C -0.339; C -0.074; C -0.036; C -0.087; C -0.086; C -0.242; C -0.268; Si 0.797; H 0.030; H 0.055; H 0.046; H 0.105; H 0.042; H 0.079; H 0.068; H 0.081; H 0.072; H 0.063; H 0.051; H 0.009; H -0.016; H 0.013; H 0.037; H 0.049

=====

Molecular formula: C10H17BNOS2
Method: DFT, wB97M-V/def2-TZVPD

```
32
Properties=species:S:1:pos:R:3
C 4.575 3.120 -0.127
O 3.556 4.147 -0.205
C 2.286 3.671 -0.165
C 1.306 4.673 -0.248
C -0.013 4.327 -0.142
N -0.424 3.045 0.063
B -1.899 3.286 0.169
H -1.820 -1.643 -0.666
C 0.528 2.035 0.081
C 1.876 2.324 -0.041
H 5.509 3.657 -0.186
H 4.507 2.563 0.821
H 4.485 2.409 -0.965
H 1.609 5.696 -0.388
H -0.810 5.053 -0.241
H -2.451 3.323 1.232
H -2.477 3.486 -0.876
H 0.208 1.003 0.179
H 2.627 1.534 -0.034
C -1.787 -5.365 -0.354
C -3.040 -4.788 0.272
S -3.389 -3.173 -0.388
C -1.784 -2.477 0.012
S -0.183 -3.199 -0.397
C -0.520 -4.815 0.283
H -1.812 -6.441 -0.318
H -1.774 -5.101 -1.421
H -3.911 -5.421 0.121
H -2.930 -4.574 1.336
H -1.747 -2.253 1.088
H -0.629 -4.608 1.349
H 0.328 -5.490 0.154
```

Properties
E_LUMO: -0.160 hartree
Multiplicity: 1
E_tot: -36522.068 eV
ΔE to the lowest compared entry with this formula, charge and spin: 0.0 kcal/mol
Max |F|: 0.044 Eh/bohr
HOMO: -10.6 eV
Total charge: +1

Partial atomic charges computed with the Löwdin method, in multiples of e: C -0.024; O -0.026; C -0.216; C 0.082; C -0.037; N 0.001; B 0.096; H -0.006; C 0.049; C 0.054; H 0.101; H 0.110; H 0.109; H 0.145; H 0.142; H 0.066; H 0.075; H 0.148; H 0.127; C -0.324; C -0.517; S 0.833; C -0.836; S 0.800; C -0.510; H 0.105; H 0.102; H 0.082; H 0.073; H 0.040; H 0.073; H 0.084

=====

Molecular formula: C10H17Br2I2N4O2
Method: DFT, wB97M-V/def2-TZVPD

```
37
Properties=species:S:1:pos:R:3
C 3.964 3.174 1.641
C 2.356 3.043 1.776
C 2.092 1.801 2.744
I 1.472 2.358 4.757
C 1.040 0.757 2.170
N -0.128 0.395 2.937
C -0.737 -0.554 2.065
N -1.903 -1.119 2.481
N -0.008 -0.759 0.856
C -0.469 -1.671 -0.204
Br -1.344 -0.666 -1.705
C 0.625 -2.706 -0.727
C 1.701 -3.148 0.359
Br -0.404 -4.349 -1.277
N 1.066 0.071 0.936
I 2.589 0.345 -0.538
H 4.397 3.143 2.698
H 4.248 4.116 1.079
H 4.307 2.224 1.129
H 2.027 4.018 2.276
H 1.840 2.976 0.773
H 3.075 1.223 2.840
H -1.971 -2.141 2.416
H -2.677 -0.612 2.904
H -1.313 -2.290 0.252
H 1.156 -2.240 -1.620
H 2.691 -3.449 -0.131
H 1.961 -2.355 1.122
H 1.326 -4.093 0.873
O -5.171 -0.938 -5.032
C -4.640 0.267 -4.990
C -3.606 0.361 -3.730
O -3.084 1.570 -3.679
H -5.333 1.119 -4.861
H -4.052 0.588 -5.870
H -2.905 -0.484 -3.868
H -4.186 0.026 -2.850
```

Properties
E_LUMO: 0.002 hartree
Multiplicity: 1
E_tot: -176979.618 eV
Max |F|: 0.117 Eh/bohr
HOMO: -1.9 eV
Total charge: -1

Partial atomic charges computed with the Löwdin method, in multiples of e: C -0.148; C -0.332; C -0.681; I 0.760; C -0.335; N 0.088; C -0.325; N 0.117; N -0.114; C -0.685; Br 0.767; C -0.724; C -0.183; Br 0.613; N -0.440; I 0.503; H 0.074; H 0.075; H 0.010; H 0.081; H 0.070; H 0.082; H 0.106; H 0.112; H 0.071; H 0.058; H 0.089; H 0.052; H 0.055; O -0.152; C -0.393; C -0.463; O -0.154; H 0.101; H 0.102; H 0.046; H 0.093

=====

Molecular formula: C10H17BrO
Method: DFT, wB97M-V/def2-TZVPD

```
29
Properties=species:S:1:pos:R:3
C 0.469 1.825 -0.856
C 0.319 1.693 0.692
C 1.228 -0.545 -1.531
C 0.035 0.378 -1.383
C 0.008 0.207 0.898
C -0.860 -0.201 -0.236
C 1.838 -0.765 -0.196
C 0.077 -0.415 2.206
C -1.365 -1.584 -0.354
C -2.154 0.709 -0.158
O 1.825 -2.099 0.193
Br 3.399 0.236 0.153
H -0.216 2.640 -1.168
H 1.439 2.073 -1.214
H 1.206 1.824 1.336
H -0.470 2.289 0.951
H 0.874 -1.426 -2.091
H 2.103 -0.151 -2.134
H -0.488 0.435 -2.342
H -0.880 -0.403 2.693
H 0.677 0.170 2.785
H 0.538 -1.404 2.080
H -0.578 -2.328 -0.500
H -2.054 -1.677 -1.070
H -1.767 -1.906 0.549
H -1.889 1.720 -0.216
H -2.672 0.536 0.828
H -2.881 0.444 -0.947
H 2.238 -2.274 1.030
```

Properties
E_LUMO: 0.025 hartree
Multiplicity: 1
E_tot: -82732.906 eV
ΔE to the lowest compared entry with this formula, charge and spin: 76.5 kcal/mol
Max |F|: 0.083 Eh/bohr
HOMO: -7.2 eV

Partial atomic charges computed with the Löwdin method, in multiples of e: C -0.108; C -0.146; C -0.214; C -0.229; C -0.250; C -0.465; C -0.763; C -0.036; C -0.024; C -0.008; O -0.059; Br 0.793; H 0.111; H 0.074; H 0.101; H 0.070; H 0.127; H 0.113; H 0.143; H 0.093; H 0.051; H 0.089; H 0.093; H 0.048; H 0.076; H 0.037; H 0.110; H 0.094; H 0.078

=====

no.,M (g mol⁻¹)
1,152.24
2,152.24
3,152.24
4,168.31
5,164.32
6,242.20
7,638.89
8,233.15